Below is a structure of composition C18H56AsF6N2O18S6, with properties calculated with the ωB97M-V functional and the def2-TZVPD basis.

Geometry (Å):
N1 6.241 5.062 -1.525
H1 5.582 4.323 -1.723
H2 6.002 5.885 -2.059
H3 7.235 4.921 -1.639
H4 6.039 5.334 -0.573
N2 -1.225 8.345 -3.844
H5 -0.347 8.302 -3.345
H6 -1.716 7.470 -3.959
H7 -1.016 8.509 -4.818
H8 -1.773 9.183 -3.717
As1 -0.374 0.877 -1.797
F1 1.178 1.619 -2.226
F2 -0.720 0.170 -3.445
F3 -1.974 0.114 -1.254
F4 -0.279 1.665 -0.236
F5 -1.192 2.367 -2.431
F6 0.314 -0.670 -1.194
O1 -6.812 8.659 5.287
S1 -5.692 9.118 6.098
O2 -6.079 9.755 7.315
O3 -4.637 7.883 6.362
C1 -5.149 6.562 6.648
C2 -4.965 5.684 5.417
C3 -4.567 10.233 5.157
H9 -6.135 6.500 7.108
H10 -4.560 6.072 7.423
H11 -5.516 6.086 4.567
H12 -5.306 4.658 5.558
H13 -3.924 5.470 5.173
H14 -3.533 9.979 5.391
H15 -4.825 11.240 5.486
H16 -4.891 10.265 4.117
O4 6.339 -2.000 -0.760
S2 6.680 -3.436 -0.766
O5 8.015 -3.820 -0.266
O6 5.500 -4.257 0.017
C4 5.201 -3.731 1.298
C5 3.993 -4.522 1.746
C6 6.355 -4.139 -2.487
H17 4.835 -2.705 1.340
H18 6.037 -3.841 1.990
H19 3.478 -3.969 2.532
H20 4.421 -5.422 2.188
H21 3.323 -4.825 0.941
H22 5.354 -3.885 -2.837
H23 6.282 -5.226 -2.526
H24 7.137 -3.831 -3.181
O7 3.823 0.846 -11.174
S3 4.063 0.759 -9.734
O8 3.453 -0.402 -9.082
O9 5.742 0.708 -9.331
C7 6.541 -0.280 -9.923
C8 7.962 0.134 -9.984
C9 3.672 2.370 -8.912
H25 6.211 -0.547 -10.927
H26 6.457 -1.209 -9.358
H27 8.073 1.022 -10.607
H28 8.622 -0.687 -10.264
H29 8.287 0.459 -8.996
H30 4.261 3.123 -9.436
H31 3.987 2.534 -7.882
H32 2.625 2.451 -9.204
O10 -4.540 -5.020 6.794
S4 -5.561 -5.572 5.868
O11 -5.479 -6.987 5.456
O12 -7.029 -5.095 6.377
C10 -7.411 -3.687 6.345
C11 -8.573 -3.385 7.267
C12 -5.489 -4.486 4.310
H33 -7.889 -3.645 5.367
H34 -6.599 -3.005 6.599
H35 -8.330 -3.707 8.279
H36 -9.386 -4.072 7.034
H37 -8.986 -2.377 7.297
H38 -5.419 -3.442 4.615
H39 -6.257 -4.874 3.641
H40 -4.580 -4.598 3.718
O13 -5.225 -8.328 -5.922
S5 -4.038 -8.296 -5.037
O14 -4.095 -8.294 -3.645
O15 -3.101 -9.609 -5.285
C13 -3.731 -10.832 -4.877
C14 -2.697 -11.832 -4.684
C15 -2.747 -7.019 -5.477
H41 -4.508 -11.222 -5.534
H42 -4.353 -10.763 -3.984
H43 -2.900 -12.687 -4.039
H44 -1.932 -11.454 -4.006
H45 -2.058 -12.099 -5.526
H46 -3.281 -6.089 -5.674
H47 -2.252 -7.510 -6.315
H48 -2.019 -6.916 -4.674
O16 4.188 6.545 6.051
S6 3.493 5.532 5.234
O17 4.133 4.829 4.129
O18 2.925 4.402 6.306
C16 2.349 3.209 5.832
C17 2.577 2.057 6.707
C18 1.851 6.230 4.653
H49 2.717 2.969 4.835
H50 1.296 3.489 5.814
H51 3.612 1.763 6.531
H52 1.924 1.217 6.471
H53 2.599 2.234 7.782
H54 1.445 5.730 3.774
H55 2.027 7.255 4.327
H56 1.216 6.130 5.534

Charge: +1
Lowest unoccupied orbital energy: -4.85 eV
Spin multiplicity: 1
Highest occupied orbital energy: -11.20 eV

Here are the Löwdin charges for atoms 1 to 8, given in e: 0.355, 0.167, 0.154, 0.165, 0.159, 0.351, 0.162, 0.169



Below is a cluster of 9 separate species, C18H56N19O10P in total, with properties calculated with the ωB97M-V functional and the def2-TZVPD basis.

Geometry (Å):
C1 0.831 1.610 3.340
C2 0.242 0.153 3.723
C3 1.034 -0.959 2.873
C4 2.169 -1.578 3.868
N1 3.287 -2.236 3.139
P1 4.575 -1.036 2.656
C5 5.774 -1.945 3.813
N2 6.206 -1.185 5.014
C6 5.177 -1.139 6.085
N3 5.836 0.133 2.118
C7 6.175 0.015 0.690
C8 5.208 0.299 -0.534
O1 7.360 -0.313 0.422
C9 5.574 1.508 2.516
C10 5.226 1.988 4.001
O2 5.663 2.431 1.651
H1 1.981 1.635 3.366
H2 0.466 2.339 4.133
H3 0.501 1.877 2.280
H4 0.486 -0.012 4.822
H5 -0.869 0.151 3.483
H6 1.624 -0.528 1.989
H7 0.301 -1.785 2.516
H8 2.487 -0.828 4.660
H9 1.619 -2.419 4.436
H10 2.936 -2.700 2.280
H11 3.639 -0.017 3.013
H12 4.433 -1.590 1.321
H13 5.319 -2.935 4.171
H14 6.729 -2.146 3.197
H15 6.596 -0.264 4.790
H16 5.723 -0.827 7.050
H17 4.798 -2.210 6.243
H18 4.316 -0.419 5.895
H19 4.319 -0.405 -0.618
H20 4.798 1.356 -0.451
H21 5.785 0.255 -1.526
H22 4.378 1.365 4.458
H23 6.131 2.007 4.696
H24 4.805 3.054 3.919
N4 -2.068 -1.574 -0.191
C11 -2.237 -2.175 1.011
N5 -3.058 -3.253 0.996
O3 -1.689 -1.775 2.032
H25 -2.509 -1.885 -1.039
H26 -1.465 -0.769 -0.221
H27 -3.209 -3.727 1.871
H28 -3.516 -3.595 0.171
N6 -6.492 1.396 -0.674
C12 -5.450 0.585 -0.384
N7 -4.689 0.989 0.663
O4 -5.211 -0.439 -1.019
H29 -6.704 2.235 -0.166
H30 -7.084 1.129 -1.448
H31 -3.902 0.410 0.910
H32 -4.869 1.822 1.194
N8 -8.843 -1.550 -1.119
C13 -9.342 -1.054 -2.277
N9 -10.169 -1.895 -2.946
O5 -9.067 0.067 -2.688
H33 -9.055 -2.465 -0.766
H34 -8.223 -0.955 -0.593
H35 -10.560 -1.562 -3.811
H36 -10.407 -2.816 -2.627
N10 -6.275 -1.544 -5.871
C14 -6.168 -1.503 -4.517
N11 -5.572 -0.390 -4.026
O6 -6.579 -2.399 -3.796
H37 -5.945 -0.818 -6.480
H38 -6.714 -2.357 -6.273
H39 -5.482 -0.324 -3.021
H40 -5.228 0.358 -4.599
N12 9.385 1.625 -0.501
C15 10.704 1.629 -0.179
N13 11.426 2.628 -0.754
O7 11.203 0.802 0.567
H41 8.957 2.297 -1.112
H42 8.811 0.899 -0.094
H43 12.409 2.665 -0.541
H44 11.035 3.318 -1.369
N14 10.602 -0.115 -3.531
C16 11.076 0.654 -4.543
N15 11.058 1.989 -4.295
O8 11.487 0.184 -5.593
H45 10.260 0.254 -2.660
H46 10.599 -1.110 -3.674
H47 11.401 2.595 -5.021
H48 10.725 2.392 -3.440
N16 -9.107 1.908 3.008
C17 -7.783 1.975 2.731
N17 -6.968 1.651 3.765
O9 -7.356 2.303 1.631
H49 -9.479 1.641 3.901
H50 -9.744 2.142 2.264
H51 -5.977 1.688 3.598
H52 -7.298 1.379 4.673
N18 -9.602 0.711 -8.784
C18 -9.082 -0.268 -8.000
N19 -8.760 0.121 -6.742
O10 -8.916 -1.413 -8.398
H53 -9.746 1.655 -8.478
H54 -9.853 0.459 -9.726
H55 -8.371 -0.579 -6.130
H56 -8.888 1.055 -6.395

SMILES: CCCCN[PH2](CNC)N(C(C)=O)C(C)=O.NC(N)=O.NC(N)=O.NC(N)=O.NC(N)=O.NC(N)=O.NC(N)=O.NC(N)=O.NC(N)=O
Lowest unoccupied orbital energy: 0.20 eV
Spin multiplicity: 1
Highest occupied orbital energy: -8.46 eV

Here are the Löwdin charges for atoms 1 to 8, given in e: -0.130, -0.243, -0.206, -0.322, -0.300, 0.886, -0.296, -0.171



| no. | maximum force (eV Å⁻¹) |
| --- | --- |
| 1 | 3.68 |
| 2 | 4.11 |